(1)
A structure of composition C29H70N13OTi. Source: OMol25; level of theory: wB97M-V/def2-TZVPD.

<S²>: 0.75
charge: +4
2S+1: 2
HOMO level (alpha / beta): -0.68623 / -0.68905 Ha
max |F|: 0.5 eV/Å

Structure (XYZ):
```
114
C29H70N13OTi (wB97M-V/def2-TZVPD)
Ti 0.12203 -0.84032 -0.20053
O 1.17735 -0.24033 -2.21811
N -1.58533 -1.31640 -1.49362
N -0.04756 1.49748 -0.42531
N -0.41732 -2.41348 3.87360
N 2.73225 1.36217 1.11599
N -1.29858 5.81225 -1.67369
N -3.50122 -0.10825 -0.80076
N 0.55164 -2.89112 -0.61738
N 2.08529 -0.84006 0.69412
N 3.63281 -0.35780 2.40612
N -3.46277 -1.07427 -2.88807
N -0.28446 -0.17450 3.35981
N -0.51079 -1.70785 1.60650
N -0.19244 1.87445 -3.62540
C -1.19800 -2.28081 5.11134
C 0.36188 0.17167 4.62616
C 0.29831 -3.68197 3.76885
C -0.21516 4.81258 -1.26213
C 3.12127 1.82166 -0.21438
C -2.82544 -0.84365 -1.71955
C -1.12121 -2.99152 1.20836
C 0.04083 -3.14413 -1.98281
C -1.14323 2.50437 -0.48260
C -0.85157 3.03230 -2.98742
C -0.14003 -3.78482 0.36158
C 4.92103 0.30524 2.64499
C 3.58957 -0.39120 -2.78098
C 3.33464 -1.43538 3.34610
C -4.56525 0.81748 -1.18933
C 2.99081 2.34921 2.16273
C 2.16839 -0.60724 -3.24167
C -2.78067 -1.06073 -4.17543
C -4.89723 -1.36805 -2.97011
C -0.87020 0.96428 2.69141
C -0.68243 3.92903 -0.09083
C -0.41005 -1.45128 2.92410
C 2.54136 -2.24578 0.68755
C 2.03226 -2.99088 -0.53360
C -1.38617 -2.65452 -2.12313
C -1.77873 2.53180 -1.86993
C -3.50085 -0.38264 0.62826
C 0.22426 3.99946 -2.47069
C 2.81674 0.00887 1.40571
H 0.57974 4.64987 -3.27297
H -2.15467 5.36304 -2.00933
H 1.95416 0.00648 -4.11688
H 0.15405 3.86201 0.60912
H 0.95568 -0.65852 4.99134
H 1.01969 1.02387 4.45149
H -2.14758 1.54137 -2.13438
H 3.85374 0.66493 -2.75452
H -5.30361 -1.55191 -1.97919
H 4.01307 2.73231 2.14323
H 0.88194 -3.82258 4.67990
H 0.09559 -4.21178 -2.21496
H -0.87856 1.40472 -4.21296
H -1.81339 -3.17430 5.21727
H -2.80641 -2.03745 -4.66206
H 5.68434 -0.46681 2.73806
H -0.36496 0.45598 5.38771
H 4.26598 -0.87765 -3.48410
H 2.78694 1.11392 -0.96541
H 5.18695 0.93704 1.80218
H 2.44093 -2.56354 -1.44773
H -2.67235 3.16137 -1.80727
H -3.49494 0.55821 1.18189
H 2.18279 -2.77220 1.57484
H -4.41013 -0.91982 0.91013
H -1.46245 3.56041 -3.72853
H 4.20521 1.94891 -0.29325
H 0.59713 5.46042 -0.93457
H -5.55813 0.40113 -1.01428
H 4.90688 0.89234 3.56345
H 0.52829 1.61000 -1.25771
H 2.34252 -4.03878 -0.48946
H 3.77127 -0.82256 -1.79584
H 2.31915 3.19877 2.01517
H 1.10310 3.43303 -2.14907
H -1.74347 -0.75457 -4.04212
H -4.47324 1.71588 -0.57575
H 0.54591 0.35228 -2.67791
H -1.40912 0.64225 1.80574
H 0.52005 2.19944 -4.27660
H 2.79478 1.92189 3.14249
H 0.59751 1.71792 0.33858
H 0.61518 -4.27789 0.97213
H -2.63364 -0.96554 0.91494
H -0.55712 -2.19924 5.98906
H -0.96046 6.42484 -2.42445
H -1.56983 1.46908 3.36353
H -4.47623 1.08928 -2.23676
H 2.66620 2.79782 -0.40113
H -5.45141 -0.56345 -3.45424
H -2.08733 -3.36369 -1.67232
H -2.01955 -2.79329 0.62013
H 3.91360 -2.33673 3.14204
H 0.98390 -3.66455 2.92712
H 2.00252 -1.64279 -3.53404
H 2.27120 -1.66248 3.32802
H 3.59362 -1.08392 4.34543
H -0.09169 1.68277 2.41766
H -0.38054 -4.53113 3.67484
H -1.44415 -3.58187 2.06103
H -0.66476 -4.57110 -0.18365
H 0.68633 -2.62342 -2.67924
H -5.02212 -2.27611 -3.55974
H -1.55984 6.42051 -0.89064
H 3.63294 -2.30344 0.70578
H -1.59118 -2.66369 -3.19258
H -1.85749 -1.42037 5.05472
H -3.28812 -0.35113 -4.83235
H -1.90373 2.19018 0.23360
H -1.47669 4.42873 0.46954
```

Mulliken atomic charge list, values in e, 5 entries: atom 1 (Ti): 1.35, atom 2 (O): 0.50, atom 3 (N): 1.40, atom 4 (N): 1.59, atom 5 (N): 0.51

***

(2)
An isolated molecule of C2H3N3O2S. Source: OMol25; level of theory: wB97M-V/def2-TZVPD.

SMILES: [H]/N=c1\onc(S)n1O
charge: 0
2S+1: 1
HOMO level: -0.34081 Ha
max |F|: 2.9 eV/Å

Structure (XYZ):
```
11
C2H3N3O2S (wB97M-V/def2-TZVPD)
S -0.70285 -2.51065 1.10351
O 1.76096 -0.33215 0.69958
O -1.08416 0.82610 -0.81441
N 1.07946 1.77972 -0.96043
N 0.44686 -0.17495 0.27222
N -1.64439 -0.46183 -0.37438
C 0.23355 0.92280 -0.62793
C -0.64672 -0.97838 0.22544
H 0.74087 2.68994 -1.39038
H 1.95477 0.66490 0.57037
H -2.13835 -2.42551 1.29641
```

natural (NBO) atomic charge list, values in e, 5 entries: atom 1 (S): 0.05, atom 2 (O): -0.50, atom 3 (O): -0.36, atom 4 (N): -0.80, atom 5 (N): -0.17

***

(3)
A cluster of 2 separate species, C5H11NO in total. Source: OMol25; level of theory: wB97M-V/def2-TZVPD.

charge: 0
2S+1: 1
HOMO level (alpha / beta): -0.26350 / -0.25853 Ha
max |F|: 0.6 eV/Å

Structure (XYZ):
```
18
C5H11NO (wB97M-V/def2-TZVPD)
O -1.54348 -0.53241 -2.42779
N -1.07754 -0.29020 -0.15401
C -1.09330 -1.02393 0.97955
C -0.29555 1.75810 0.86435
C 2.30239 -0.48775 -0.31288
C -1.46734 -1.02488 -1.34390
C -0.73162 0.98091 -0.31560
H 2.44062 0.57897 -0.11800
H 1.50776 -0.87872 0.33038
H 3.23478 -1.02036 -0.10693
H -1.68485 -2.07887 -1.11843
H 0.52117 1.24193 1.39826
H -0.79964 1.37039 -1.31998
H 2.02499 -0.62361 -1.36204
H -1.10847 1.88605 1.59960
H -1.38593 -2.06067 0.91353
H 0.05754 2.74897 0.56891
H -0.90152 -0.54393 1.92499
```

natural (NBO) atomic charge list, values in e, 5 entries: atom 1 (O): -0.49, atom 2 (N): -0.34, atom 3 (C): -0.42, atom 4 (C): -0.67, atom 5 (C): -0.86

***

(4)
A structure of composition C52H42N8NaO7P2. Source: OMol25; level of theory: wB97M-V/def2-TZVPD.

charge: -1
2S+1: 1
HOMO level: -0.17296 Ha
max |F|: 0.8 eV/Å

Structure (XYZ):
```
112
C52H42N8NaO7P2 (wB97M-V/def2-TZVPD)
P 1.13591 -2.47883 0.46544
P -1.48983 -2.00661 -0.46767
Na -0.18023 0.55084 0.31472
O 4.74076 3.15136 3.39103
O 0.73763 8.30444 1.07452
O 2.61783 8.77494 2.02916
O -1.01512 3.47477 0.94961
O 0.42721 0.12338 -1.59552
O 5.53790 5.15148 3.22708
O 0.12860 2.19121 2.32895
N -2.06398 2.93063 -1.10003
N 2.12898 0.70128 0.67213
N 1.79240 7.96277 1.61893
N 4.61583 4.34332 3.10488
N -3.87280 0.14167 -0.63841
N 4.26268 0.67641 0.16724
N -0.13159 -3.11783 -0.57734
N -2.53541 2.02434 -0.41617
C 0.88464 5.73608 -0.36171
C -3.01297 -3.41073 -2.45466
C 0.11858 3.23892 1.71091
C 3.85230 -6.18187 1.01412
C 1.45811 0.38473 -2.31977
C -5.85050 0.12099 -1.97477
C -4.29540 -2.99294 2.34153
C -2.72232 -1.33178 -4.27099
C 0.95037 5.66019 1.24275
C -4.52674 2.10517 -1.85034
C -4.93911 -0.48382 -1.12518
C -3.66554 1.39481 -1.01420
C 1.23561 4.41683 -0.98366
C -2.15026 -1.23847 -3.01133
C -1.02310 3.74892 -0.45905
C 1.74938 -5.28023 0.27279
C -2.29608 -2.27405 -2.09052
C 3.19698 6.15279 2.30952
C 3.66318 1.01901 -4.01245
C -0.04007 -1.33590 2.75204
C -0.52533 6.11997 -0.70042
C -3.58685 -3.50285 -3.71439
C 0.43532 -3.22448 -1.94269
C -0.66439 -3.73676 3.97834
C 4.19429 0.63404 1.53721
C 2.59646 -6.36399 0.45207
C -1.45174 5.17694 -0.71619
C 3.42174 -3.82544 1.19046
C -0.66759 -1.34203 3.99071
C 0.28848 -2.52751 2.10964
C 4.26285 -4.90986 1.38517
C -0.98277 -2.54112 4.60665
C -2.54612 -4.38275 0.70706
C -5.63812 1.44376 -2.33689
C 2.43478 0.64892 -4.55764
C -3.44524 -2.46259 -4.62218
C 3.78782 1.05079 -2.63787
C 2.32846 3.88479 2.36457
C 2.99006 0.71946 -0.32934
C -4.27482 -4.37752 2.37525
C 3.39522 4.78693 2.55188
C -3.39277 -5.07239 1.55892
C 2.86724 0.65002 1.82509
C 2.73770 0.72750 -1.77298
C 1.15218 4.26296 1.79030
C 1.37366 0.34337 -3.74020
C 0.32035 3.46476 -1.07659
C -2.57712 -2.99038 0.64480
C 2.01871 6.56994 1.77392
C 2.15089 -4.00074 0.64780
C -3.45025 -2.30313 1.48275
C -0.03024 -3.72553 2.74795
H -4.96202 -2.44308 2.99423
H 0.41247 0.06815 -4.15936
H -3.89712 -2.53599 -5.60364
H 4.74098 1.36612 -2.22669
H -1.56525 -0.36838 -2.73034
H -0.91174 -4.68108 4.44738
H 3.95315 6.87298 2.58204
H 1.58560 6.50453 -0.68356
H 5.06699 0.65640 2.16333
H -0.91407 -0.39835 4.46007
H -2.50393 5.37242 -0.87111
H -4.14666 -4.38901 -3.98737
H -0.21083 -3.84885 -2.56003
H 0.14011 -0.35210 2.33253
H 2.30970 0.61207 -5.63408
H -5.06248 -1.51674 -0.81644
H -4.30773 3.13135 -2.10346
H 2.27511 -7.35433 0.15316
H 0.56264 -2.25095 -2.42209
H 2.25166 4.23854 -1.31413
H -4.93240 -4.91514 3.04711
H 0.21462 -4.66510 2.27136
H 5.24468 -4.76013 1.81668
H 5.10325 0.66903 -0.37847
H -6.33333 1.95423 -2.99108
H 4.51295 -7.02824 1.15450
H -1.47720 -2.54584 5.57002
H -0.76396 7.17007 -0.79921
H 2.44600 2.86809 2.70459
H 2.39464 0.64054 2.79235
H 1.41425 -3.70486 -1.88770
H 4.49856 1.28474 -4.64626
H -3.14050 -4.22063 -1.75040
H -6.70875 -0.42990 -2.33352
H -2.60210 -0.51970 -4.97726
H -3.45857 -1.22218 1.46390
H 3.74840 -2.82799 1.46186
H 0.76661 -5.41720 -0.16293
H -1.82265 -4.91728 0.10571
H -0.02052 6.02940 1.57960
H -3.35470 -6.15436 1.59832
H 0.50739 2.48545 -1.49638
```

Mulliken atomic charge list, values in e, 5 entries: atom 1 (P): 0.86, atom 2 (P): 0.28, atom 3 (Na): 0.39, atom 4 (O): -0.68, atom 5 (O): -0.65

***

(5)
A structure of composition C11H15FeS3. Source: OMol25; level of theory: wB97M-V/def2-TZVPD.

<S²>: 0.81
charge: 0
2S+1: 2
HOMO level (alpha / beta): -0.29457 / -0.29569 Ha
max |F|: 0.7 eV/Å

Structure (XYZ):
```
30
C11H15FeS3 (wB97M-V/def2-TZVPD)
Fe 0.84230 -0.11988 -0.70806
S 2.97918 0.07764 -1.02580
S 0.86905 0.03822 -2.87686
S 3.67801 -0.10169 -3.95867
C 0.11598 0.91378 1.02156
C -1.22466 -0.27322 -0.44578
C -2.22187 -0.57264 -1.51929
C -0.64347 -2.69044 0.37135
C -0.54243 -1.19818 0.39045
C 1.10205 -1.05130 2.40815
C 2.62275 0.08254 -2.75699
C -0.78027 1.02909 -0.08816
C 0.25799 -0.45791 1.32019
C 0.81202 2.02841 1.73683
C -1.23705 2.29220 -0.74166
H -1.23113 -3.04234 -0.47353
H -0.61648 3.14035 -0.46096
H 1.88330 1.84562 1.80940
H 0.66912 2.98165 1.23333
H 1.27039 -0.32630 3.20383
H 2.07759 -1.37358 2.04102
H -2.22138 -1.62750 -1.78564
H 0.34327 -3.15084 0.30906
H 0.41895 2.12412 2.75186
H -3.22810 -0.30891 -1.18573
H -2.26587 2.51330 -0.44730
H -1.20831 2.20353 -1.82729
H -1.11883 -3.05161 1.28620
H 0.61000 -1.92164 2.84356
H -2.01210 -0.00246 -2.42506
```

natural (NBO) atomic charge list, values in e, 5 entries: atom 1 (Fe): 0.59, atom 2 (S): -0.09, atom 3 (S): -0.07, atom 4 (S): 0.04, atom 5 (C): -0.05

***

no.,energy (Ha)
1,-2782.3219
2,-790.8128
3,-327.0136
4,-3816.4408
5,-2886.4285